a.
The following is a quantum chemistry calculation of a molecular structure, C35H29N9OReS2, from the Open Molecules 2025 dataset.

Geometry (Å):
1 Re 0.089 -0.170 -0.081
2 C -4.883 -2.633 -3.823
3 C -4.079 -1.668 -2.983
4 C -3.533 -0.505 -3.529
5 C -2.730 0.332 -2.779
6 C -2.450 0.051 -1.450
7 N -1.552 0.859 -0.685
8 C -1.931 2.220 -0.524
9 C -3.238 2.630 -0.810
10 C -3.659 3.936 -0.674
11 C -2.810 4.921 -0.188
12 C -3.275 6.342 0.030
13 C -1.534 4.520 0.140
14 C -1.089 3.210 -0.043
15 N 0.281 2.946 0.301
16 C 1.263 3.858 0.398
17 C 2.371 3.249 0.940
18 C 1.983 1.935 1.143
19 N 0.710 1.742 0.754
20 C -2.995 -1.087 -0.907
21 C -3.790 -1.947 -1.657
22 N -2.653 -1.450 0.438
23 C -3.422 -2.144 1.291
24 C -2.626 -2.614 2.311
25 C -1.351 -2.156 2.008
26 N -1.358 -1.437 0.880
27 H -5.339 -2.135 -4.679
28 H -4.236 -3.425 -4.207
29 H -5.673 -3.111 -3.240
30 H -3.737 -0.256 -4.566
31 H -2.303 1.227 -3.221
32 H -3.953 1.891 -1.136
33 H -4.685 4.187 -0.926
34 H -4.055 6.614 -0.681
35 H -3.689 6.465 1.034
36 H -2.454 7.053 -0.076
37 H -0.868 5.251 0.586
38 H 1.122 4.876 0.071
39 H 3.332 3.694 1.155
40 H 2.573 1.122 1.529
41 H -4.175 -2.856 -1.204
42 H -4.482 -2.248 1.111
43 H -2.924 -3.208 3.160
44 H -0.433 -2.335 2.545
45 N 3.167 -2.068 2.379
46 C 3.791 -2.333 1.166
47 C 4.993 -2.973 0.888
48 C 5.358 -3.042 -0.438
49 C 4.539 -2.484 -1.435
50 C 3.346 -1.857 -1.134
51 C 2.959 -1.787 0.203
52 N 1.833 -1.201 0.848
53 C 2.023 -1.409 2.163
54 C 1.190 -0.982 3.298
55 C 1.429 -1.251 4.612
56 S 0.223 -0.541 5.571
57 C -0.543 0.056 4.163
58 N 0.061 -0.250 3.054
59 H 3.516 -2.341 3.280
60 H 5.613 -3.392 1.674
61 H 6.288 -3.525 -0.716
62 H 4.852 -2.545 -2.472
63 H 2.747 -1.445 -1.929
64 H 2.241 -1.810 5.067
65 H -1.463 0.635 4.217
66 O 1.243 0.837 -1.499
67 N 1.360 0.325 -2.752
68 C 2.084 1.058 -3.630
69 C 2.258 0.624 -4.913
70 C 1.673 -0.582 -5.303
71 C 0.942 -1.306 -4.389
72 C 0.789 -0.842 -3.083
73 S -0.035 -1.761 -1.870
74 H 2.485 1.978 -3.230
75 H 2.839 1.226 -5.599
76 H 1.796 -0.949 -6.315
77 H 0.477 -2.249 -4.649

As for the spin multiplicity: 4. Its expectation value of S² is 3.771. As for the total charge: +2.

b.
The following is a quantum chemistry calculation of a molecular structure, C35H29N9OReS2, from the Open Molecules 2025 dataset.

Geometry (Å):
1 Re -0.307 -0.269 -0.260
2 C 1.623 1.527 5.852
3 C 1.378 1.508 4.372
4 C 2.434 1.433 3.465
5 C 2.209 1.398 2.103
6 C 0.915 1.485 1.582
7 N 0.632 1.426 0.201
8 C 1.122 2.379 -0.685
9 C 2.193 3.232 -0.383
10 C 2.729 4.082 -1.325
11 C 2.249 4.122 -2.633
12 C 2.862 5.014 -3.667
13 C 1.150 3.330 -2.930
14 C 0.561 2.519 -1.965
15 N -0.707 1.945 -2.318
16 C -1.577 2.464 -3.199
17 C -2.700 1.663 -3.231
18 C -2.445 0.664 -2.309
19 N -1.245 0.844 -1.743
20 C -0.140 1.490 2.493
21 C 0.085 1.507 3.865
22 N -1.482 1.432 2.028
23 C -2.576 1.989 2.578
24 C -3.678 1.521 1.898
25 C -3.159 0.663 0.931
26 N -1.834 0.614 1.016
27 H 2.592 1.962 6.084
28 H 1.610 0.515 6.260
29 H 0.858 2.104 6.370
30 H 3.448 1.394 3.836
31 H 3.038 1.295 1.420
32 H 2.609 3.235 0.609
33 H 3.559 4.713 -1.043
34 H 3.896 5.244 -3.420
35 H 2.319 5.957 -3.735
36 H 2.843 4.546 -4.649
37 H 0.749 3.340 -3.932
38 H -1.360 3.378 -3.716
39 H -3.577 1.800 -3.832
40 H -3.048 -0.180 -2.028
41 H -0.758 1.511 4.544
42 H -2.486 2.682 3.393
43 H -4.706 1.773 2.071
44 H -3.679 0.079 0.193
45 N -2.664 -3.948 -0.262
46 C -2.590 -3.809 -1.632
47 C -3.097 -4.603 -2.653
48 C -2.854 -4.171 -3.939
49 C -2.132 -2.993 -4.185
50 C -1.633 -2.214 -3.162
51 C -1.867 -2.637 -1.852
52 N -1.504 -2.087 -0.608
53 C -2.018 -2.913 0.308
54 C -1.943 -2.797 1.765
55 C -2.535 -3.651 2.657
56 S -2.169 -3.174 4.246
57 C -1.273 -1.859 3.623
58 N -1.236 -1.777 2.330
59 H -3.114 -4.698 0.234
60 H -3.654 -5.504 -2.452
61 H -3.227 -4.748 -4.773
62 H -1.959 -2.690 -5.206
63 H -1.069 -1.321 -3.388
64 H -3.146 -4.515 2.473
65 H -0.772 -1.161 4.272
66 O 1.001 -1.336 0.855
67 N 2.119 -1.848 0.316
68 C 2.925 -2.512 1.171
69 C 4.093 -3.061 0.719
70 C 4.428 -2.923 -0.632
71 C 3.585 -2.245 -1.480
72 C 2.396 -1.692 -0.993
73 S 1.260 -0.829 -1.965
74 H 2.563 -2.552 2.186
75 H 4.729 -3.588 1.411
76 H 5.346 -3.346 -1.011
77 H 3.811 -2.125 -2.528

As for the spin multiplicity: 4. Its expectation value of S² is 3.769. As for the total charge: +2.

Quick look at relative energies in eV: a 0.657; b 0.000.

a.
The following is a quantum chemistry calculation of 2 unconnected molecules or ions with the total composition CHF3NO2S, from the Open Molecules 2025 dataset.

Geometry (Å):
1 C 1.417 0.027 0.245
2 N -2.272 0.375 -0.499
3 O -2.910 0.783 0.517
4 O 0.135 -2.363 -0.018
5 F 1.698 1.017 -0.682
6 F 1.164 0.625 1.465
7 F 2.536 -0.747 0.389
8 S -0.039 -1.001 -0.554
9 H -1.730 1.284 -0.864

As for the total charge: -1.

b.
The following is a quantum chemistry calculation of 2 unconnected molecules or ions with the total composition CHF3NO2S, from the Open Molecules 2025 dataset.

Geometry (Å):
1 C -2.397 0.884 -1.722
2 N 0.281 -0.277 1.258
3 O -2.678 -1.636 -0.718
4 O -0.767 -1.088 -2.140
5 F -3.235 0.690 -2.770
6 F -3.007 1.584 -0.768
7 F -1.428 1.710 -2.226
8 S -1.531 -0.798 -0.958
9 H 0.366 0.558 0.621

As for the total charge: -1.

Quick look at relative energies in eV: a 0.000; b 0.470.

a.
The following is a quantum chemistry calculation of a molecular structure, C2H10N3, from the Open Molecules 2025 dataset.

Geometry (Å):
1 C -1.753 1.375 1.235
2 N -0.451 1.588 0.620
3 H -2.004 2.225 1.866
4 H -1.696 0.485 1.867
5 H -2.478 1.221 0.446
6 H -0.472 2.294 -0.103
7 H 0.248 1.872 1.286
8 H -0.050 0.426 0.056
9 N 1.567 -2.371 -1.482
10 C 1.414 -1.029 -1.058
11 N 0.303 -0.617 -0.348
12 H 2.388 -2.615 -1.986
13 H 0.991 -3.095 -1.117
14 H 2.217 -0.365 -1.322
15 H -0.225 -1.392 0.041

As for the spin multiplicity: 2. Its expectation value of S² is 0.753.

b.
The following is a quantum chemistry calculation of 2 unconnected molecules or ions with the total composition C2H10N3, from the Open Molecules 2025 dataset.

Geometry (Å):
1 C 1.738 1.192 -1.133
2 N 0.541 0.596 -1.736
3 H 2.014 2.051 -1.733
4 H 1.548 1.355 -0.076
5 H 2.595 0.527 -1.237
6 H 0.736 -0.036 -2.503
7 H -0.066 1.293 -2.149
8 H -0.752 -0.129 -0.622
9 N -1.561 -1.647 2.144
10 C -0.617 -0.983 1.364
11 N -1.098 -0.188 0.340
12 H -1.315 -2.244 2.911
13 H -2.471 -1.233 2.261
14 H 0.442 -1.101 1.541
15 H -1.734 0.546 0.628

As for the spin multiplicity: 2. Its expectation value of S² is 0.753.

Quick look at relative energies in eV: a 0.569; b 0.000.